Here is one molecule with the formula C5H4O2 in a non-equilibrium geometry from the OMol25 dataset. Energies are from ωB97M-V/def2-TZVPD.

Each line ends with the Mulliken charge.
Element x y z (Å)
C1 0.638 1.821 0.465  -0.84
C2 0.342 0.624 -0.110  0.71
C3 -1.632 -0.431 -0.202  0.11
C4 1.396 -0.298 -0.181  -0.47
C5 2.057 -1.361 -0.031  -0.09
H1 1.792 1.726 0.810  0.23
H2 0.208 2.787 0.399  0.37
H3 -2.480 -0.326 -0.795  0.36
H4 2.220 -2.487 -0.054  0.31
O1 -0.807 0.369 -0.892  -0.28
O2 -1.510 -0.848 0.891  -0.41

For the molar mass, the calculation gives 96.1 g mol⁻¹. As for the HOMO-LUMO gap: 9.69 eV. The calculation puts the relative energy (zero: lowest compared OMol25 entry of this formula, charge and spin) at 370.54 kJ/mol. The structure (SMILES) is C#CC(=C)OC=O. Its HOMO energy is -0.3415 Eh.

=====

Here is one molecule with the formula C4H9N in a non-equilibrium geometry from the OMol25 dataset. Energies are from ωB97M-V/def2-TZVPD.

Each line ends with the Mulliken charge.
Element x y z (Å)
C1 0.478 -0.878 -0.657  -0.43
C2 -0.462 0.295 -1.173  -0.53
C3 -1.039 0.771 0.203  -0.44
C4 0.665 -0.592 0.933  -0.55
H1 1.473 -0.930 -1.220  0.28
H2 0.106 -1.979 -0.649  0.23
H3 -1.147 0.077 -2.064  0.32
H4 0.343 0.999 -1.508  0.20
H5 -1.935 0.137 0.495  0.23
H6 -1.258 1.933 0.353  0.32
H7 0.684 1.425 1.130  0.30
H8 1.742 -0.486 1.240  0.27
H9 0.358 -1.427 1.722  0.23
N1 -0.009 0.657 1.193  -0.42

For the molar mass, the calculation gives 71.1 g mol⁻¹. As for the HOMO-LUMO gap: 10.01 eV. The calculation puts the relative energy (zero: lowest compared OMol25 entry of this formula, charge and spin) at 117.93 kJ/mol. The structure (SMILES) is C1CCNC1. Its HOMO energy is -0.3273 Eh.

=====

Here is C22H17N12O2STl as an isolated structure from the OMol25 dataset. Energies are from ωB97M-V/def2-TZVPD.

Each line ends with the Mulliken charge.
Element x y z (Å)
Tl1 -0.406 0.599 -0.338  2.55
C1 1.758 2.135 1.915  -1.27
O1 1.303 0.835 1.530  0.03
C2 1.230 -0.130 2.502  0.65
C3 1.988 -0.073 3.660  -0.68
C4 1.915 -1.102 4.585  -0.77
C5 1.096 -2.194 4.347  -0.83
C6 0.333 -2.245 3.194  -0.71
C7 0.372 -1.209 2.266  0.54
N1 -0.426 -1.218 1.082  0.13
N2 -1.340 -2.099 1.103  -0.49
C8 -2.195 -2.366 0.100  0.09
C9 -2.120 -1.846 -1.224  0.67
O2 -1.269 -0.966 -1.606  -0.58
C10 -3.016 -2.371 -2.216  -0.88
C11 -3.931 -3.312 -1.906  -0.87
C12 -4.066 -3.836 -0.580  0.84
C13 -5.044 -4.801 -0.280  -0.85
C14 -5.177 -5.290 0.994  -0.53
C15 -4.332 -4.812 2.003  -0.74
C16 -3.371 -3.866 1.731  -0.52
C17 -3.208 -3.364 0.428  0.69
H1 2.831 2.124 2.104  0.36
H2 1.548 2.792 1.074  0.31
H3 1.209 2.479 2.791  0.46
H4 2.630 0.775 3.849  0.42
H5 2.508 -1.048 5.489  0.42
H6 1.046 -3.006 5.059  0.40
H7 -0.311 -3.089 2.995  0.49
H8 -2.920 -1.965 -3.214  0.48
H9 -4.599 -3.688 -2.674  0.37
H10 -5.694 -5.149 -1.075  0.38
H11 -5.932 -6.030 1.222  0.40
H12 -4.441 -5.183 3.014  0.40
H13 -2.741 -3.489 2.523  0.41
N3 -2.108 3.784 -0.459  -0.10
C18 -1.941 3.211 0.775  0.57
N4 -2.352 3.757 1.901  -0.51
N5 -1.993 2.877 2.861  -0.72
N6 -1.394 1.864 2.361  -0.40
N7 -1.339 2.040 1.012  0.24
C19 -1.584 3.328 -1.644  0.50
N8 -1.718 3.973 -2.786  -0.51
N9 -1.065 3.216 -3.687  -0.70
N10 -0.569 2.173 -3.137  -0.55
N11 -0.874 2.205 -1.810  0.12
H14 -2.606 4.658 -0.493  0.23
S1 3.199 -0.413 -3.242  -0.16
C20 3.540 -1.080 -1.703  -0.40
C21 2.590 -0.707 -0.817  -0.69
N12 1.614 0.101 -1.353  0.08
C22 1.806 0.329 -2.629  -0.08
H15 4.402 -1.701 -1.528  0.45
H16 2.544 -0.980 0.226  0.40
H17 1.130 0.937 -3.223  0.47

For the molar mass, the calculation gives 717.9 g mol⁻¹. As for the HOMO-LUMO gap: 6.94 eV. The calculation puts the relative energy (zero: lowest compared OMol25 entry of this formula, charge and spin) at 0.00 kJ/mol. Its HOMO energy is -0.2987 Eh.

=====

Here is one molecule with the formula C4H8O3 from the OMol25 dataset. Energies are from ωB97M-V/def2-TZVPD.

Each line ends with the Mulliken charge.
Element x y z (Å)
C1 0.756 2.349 0.119  -1.07
C2 0.357 1.206 -0.793  -0.26
O1 0.512 -0.020 -0.051  -0.30
C3 -0.445 -0.938 -0.165  0.72
O2 -1.406 -0.873 -0.900  -0.63
C4 -0.231 -2.094 0.790  -0.31
O3 -1.172 -3.099 0.562  -0.54
H1 0.143 2.350 1.025  0.30
H2 1.807 2.268 0.412  0.28
H3 0.614 3.305 -0.394  0.36
H4 1.006 1.139 -1.671  0.27
H5 -0.679 1.281 -1.132  0.33
H6 0.789 -2.479 0.666  0.26
H7 -0.304 -1.684 1.810  0.23
H8 -1.824 -2.714 -0.045  0.35

For the molar mass, the calculation gives 104.1 g mol⁻¹. As for the HOMO-LUMO gap: 11.35 eV. The calculation puts the relative energy (zero: lowest compared OMol25 entry of this formula, charge and spin) at 74.19 kJ/mol. The structure (SMILES) is CCOC(=O)CO. Its HOMO energy is -0.3874 Eh.